No. 1
# C40H76F12N8O11S4

A 7-piece molecular cluster, C40H76F12N8O11S4 overall (ωB97M-V/def2-TZVPD, the OMol25 dataset).

Bonds (Å) are listed after each position.
Positions of all 151 atoms, in Å:
1 C -7.74587 1.71462 1.54853  C2 1.535, H11 1.091, H12 1.092, H13 1.089
2 C -7.66144 0.49204 0.62419  C1 1.535, C3 1.519, H14 1.090, H15 1.098
3 C -7.05489 0.83955 -0.72461  C2 1.519, N4 1.502, H16 1.088, H17 1.085
4 N -6.59493 -0.34273 -1.52929  C3 1.502, C5 1.514, C9 1.486, C10 1.498
5 C -5.90186 0.20641 -2.75800  N4 1.514, C6 1.515, H18 1.090, H19 1.093
6 C -6.84767 0.95843 -3.67264  C5 1.515, C7 1.514, H20 1.089, H21 1.090
7 C -8.07644 0.14919 -4.03031  C6 1.514, C8 1.511, H22 1.094, H23 1.093
8 C -8.74088 -0.51122 -2.84537  C7 1.511, C9 1.509, H24 1.095, H25 1.088
9 C -7.69535 -1.21494 -2.01516  N4 1.486, C8 1.509, H26 1.090, H27 1.095
10 C -5.59462 -1.15947 -0.77106  N4 1.498, H28 1.083, H29 1.085, H30 1.087
11 H -6.96704 2.47558 1.47554  C1 1.091
12 H -7.66408 1.35538 2.57605  C1 1.092
13 H -8.70597 2.21686 1.43812  C1 1.089
14 H -8.61758 -0.03089 0.58765  C2 1.090
15 H -6.99868 -0.24632 1.09344  C2 1.098
16 H -6.14096 1.41353 -0.58497  C3 1.088
17 H -7.78548 1.40715 -1.29116  C3 1.085
18 H -5.04957 0.77213 -2.38169  C5 1.090
19 H -5.50278 -0.67430 -3.26749  C5 1.093
20 H -7.06619 1.90412 -3.17775  C6 1.089
21 H -6.32218 1.22543 -4.58898  C6 1.090
22 H -8.73512 0.88007 -4.50974  C7 1.094
23 H -7.92267 -0.57220 -4.83646  C7 1.093
24 H -9.25991 0.22056 -2.21808  C8 1.095
25 H -9.51508 -1.23048 -3.10436  C8 1.088
26 H -8.10790 -1.74982 -1.15927  C9 1.090
27 H -7.21762 -1.99618 -2.61512  C9 1.095
28 H -5.16634 -1.77121 -1.55607  C10 1.083
29 H -6.16296 -1.70291 -0.02409  C10 1.085
30 H -4.87489 -0.53029 -0.25436  C10 1.087
31 C 4.23585 -5.38676 3.98204  N32 1.474, H45 1.083, H46 1.091, H47 1.082
32 N 3.47516 -4.18686 4.37424  C31 1.474, C33 1.348, C37 1.328
33 C 3.25462 -3.22459 3.45671  N32 1.348, C34 1.366, H48 1.078
34 C 2.68153 -2.05474 3.86906  C33 1.366, C35 1.396, H49 1.080
35 C 2.23130 -1.91818 5.18371  C34 1.396, C36 1.392, C38 1.486
36 C 2.38264 -2.98166 6.06848  C35 1.392, C37 1.375, H50 1.081
37 C 3.03841 -4.10587 5.62565  N32 1.328, C36 1.375, H51 1.082
38 C 1.49364 -0.69810 5.60172  C35 1.486, C39 1.395, C43 1.393
39 C 0.20300 -0.72451 6.12983  C38 1.395, C40 1.354, H52 1.082
40 C -0.45120 0.44216 6.34072  C39 1.354, N41 1.346, H53 1.082
41 N 0.06504 1.63157 5.97767  C40 1.346, C42 1.342, C44 1.486
42 C 1.34678 1.68802 5.58486  N41 1.342, C43 1.362, H54 1.083
43 C 2.07602 0.55224 5.40468  C38 1.393, C42 1.362, H55 1.082
44 C -0.79460 2.84320 6.02278  N41 1.486, H56 1.090, H57 1.083, H58 1.082
45 H 3.68690 -6.29873 4.18426  C31 1.083
46 H 5.13907 -5.39582 4.59364  C31 1.091
47 H 4.57231 -5.30435 2.95686  C31 1.082
48 H 3.69355 -3.33678 2.47831  C33 1.078
49 H 2.57523 -1.18629 3.23608  C34 1.080
50 H 2.06207 -2.85293 7.09236  C36 1.081
51 H 3.26012 -4.90304 6.32213  C37 1.082
52 H -0.29724 -1.68050 6.20952  C39 1.082
53 H -1.49423 0.47318 6.62729  C40 1.082
54 H 1.75848 2.67050 5.38909  C42 1.083
55 H 3.10099 0.67625 5.08071  C43 1.082
56 H -1.41088 2.80264 5.12406  C44 1.090
57 H -0.15396 3.70911 5.90600  C44 1.083
58 H -1.37187 2.87682 6.93675  C44 1.082
59 C -1.64182 -5.74123 -0.54530  N60 1.495, H66 1.087, H67 1.085, H68 1.085
60 N -2.61979 -4.98737 -1.38722  C59 1.495, C61 1.501, C62 1.474, C63 1.502
61 C -3.53710 -4.24296 -0.46099  N60 1.501, H69 1.091, H70 1.085, H71 1.080
62 C -1.87489 -3.97847 -2.16137  N60 1.474, H72 1.086, H73 1.086, H74 1.086
63 C -3.49364 -5.90848 -2.18925  N60 1.502, C64 1.507, H75 1.084, H76 1.092
64 C -3.98633 -5.35507 -3.50099  C63 1.507, O65 1.428, H77 1.096, H78 1.099
65 O -4.68591 -4.12313 -3.31879  C64 1.428, H79 0.963
66 H -1.11909 -4.98789 0.03903  C59 1.087
67 H -0.95034 -6.23156 -1.22317  C59 1.085
68 H -2.18089 -6.42186 0.10512  C59 1.085
69 H -2.99303 -3.68484 0.30228  C61 1.091
70 H -4.14612 -4.97760 0.05519  C61 1.085
71 H -4.07854 -3.52823 -1.06240  C61 1.080
72 H -1.20059 -3.41340 -1.52464  C62 1.086
73 H -2.59991 -3.29613 -2.59397  C62 1.086
74 H -1.34348 -4.48762 -2.96022  C62 1.086
75 H -4.28000 -6.29002 -1.54765  C63 1.084
76 H -2.80916 -6.71994 -2.44364  C63 1.092
77 H -4.64364 -6.08100 -3.99304  C64 1.096
78 H -3.13709 -5.27334 -4.19325  C64 1.099
79 H -4.86096 -3.71050 -4.17146  O65 0.963
80 C 7.53844 -0.70780 -1.70320  N81 1.486, H87 1.085, H88 1.084, H89 1.084
81 N 7.68281 0.66753 -1.15899  C80 1.486, C82 1.501, C83 1.486, C84 1.491
82 C 6.79941 1.59870 -1.93632  N81 1.501, H90 1.085, H91 1.089, H92 1.083
83 C 7.22224 0.73464 0.25236  N81 1.486, H93 1.087, H94 1.080, H95 1.090
84 C 9.11239 1.08193 -1.25335  N81 1.491, C85 1.506, H96 1.094, H97 1.094
85 C 9.50079 2.22857 -0.35791  C84 1.506, O86 1.432, H98 1.096, H99 1.090
86 O 10.83394 2.65737 -0.65809  C85 1.432, H100 0.962
87 H 8.07416 -1.37721 -1.03782  C80 1.085
88 H 7.97122 -0.69321 -2.69709  C80 1.084
89 H 6.47901 -0.93695 -1.68905  C80 1.084
90 H 5.77361 1.24952 -1.98297  C82 1.085
91 H 7.24003 1.61211 -2.93228  C82 1.089
92 H 6.85212 2.56947 -1.45967  C82 1.083
93 H 6.21081 0.34031 0.31065  C83 1.087
94 H 7.23485 1.74816 0.62621  C83 1.080
95 H 7.87977 0.09497 0.84086  C83 1.090
96 H 9.31857 1.24862 -2.31470  C84 1.094
97 H 9.73363 0.19602 -1.08904  C84 1.094
98 H 9.57982 1.97330 0.70516  C85 1.096
99 H 8.88027 3.11802 -0.46955  C85 1.090
100 H 11.51341 2.09269 -0.27738  O86 0.962
101 C -0.83326 2.83177 -1.62569  N102 1.495, H108 1.088, H109 1.076, H110 1.085
102 N -0.55066 2.46097 -3.04605  C101 1.495, C103 1.492, C104 1.504, C105 1.491
103 C -1.31342 1.19628 -3.25765  N102 1.492, H111 1.085, H112 1.092, H113 1.088
104 C -1.23808 3.44496 -3.95286  N102 1.504, H114 1.080, H115 1.087, H116 1.082
105 C 0.89714 2.22347 -3.31029  N102 1.491, C106 1.516, H117 1.085, H118 1.094
106 C 1.71742 3.48827 -3.15079  C105 1.516, O107 1.429, H119 1.093, H120 1.092
107 O 1.50260 4.27177 -4.32579  C106 1.429, H121 0.963
108 H -1.90906 2.99132 -1.59894  C101 1.088
109 H -0.25159 3.65957 -1.25933  C101 1.076
110 H -0.66896 1.91596 -1.06758  C101 1.085
111 H -2.37689 1.21381 -3.04489  C103 1.085
112 H -0.92532 0.42717 -2.58586  C103 1.092
113 H -1.12200 0.84591 -4.26954  C103 1.088
114 H -0.98035 3.24509 -4.98273  C104 1.080
115 H -0.84106 4.40501 -3.63187  C104 1.087
116 H -2.29283 3.41379 -3.71309  C104 1.082
117 H 1.01816 1.84582 -4.32010  C105 1.085
118 H 1.15852 1.50106 -2.53178  C105 1.094
119 H 2.77123 3.21335 -3.05701  C106 1.093
120 H 1.52725 4.02875 -2.22159  C106 1.092
121 H 2.35631 4.45561 -4.73124  O107 0.963
122 C 4.62900 4.89844 -0.62407  F123 1.332, F124 1.322, F125 1.328, S126 1.864
123 F 5.56505 5.67813 -0.08426  C122 1.332
124 F 3.59763 5.66124 -0.94447  C122 1.322
125 F 5.12379 4.30883 -1.70611  C122 1.328
126 S 4.11310 3.60636 0.61683  C122 1.864, O127 1.439, O128 1.434, N129 1.657, S130 2.593
127 O 3.23587 2.73112 -0.11528  S126 1.439
128 O 5.37386 3.09531 1.07021  S126 1.434
129 N 3.49885 4.61484 1.77917  S126 1.657, S130 1.589
130 S 1.96472 4.22941 1.92896  S126 2.593, N129 1.589, O131 1.430, O132 1.448, C133 1.865
131 O 1.10121 4.57776 0.84311  S130 1.430
132 O 1.79031 2.90233 2.48081  S130 1.448
133 C 1.49676 5.36947 3.32853  S130 1.865, F134 1.312, F135 1.316, F136 1.351
134 F 1.99906 4.97415 4.47407  C133 1.312
135 F 1.84846 6.59795 3.01592  C133 1.316
136 F 0.14992 5.34636 3.42922  C133 1.351
137 C -0.54075 0.16554 1.96225  F138 1.309, F139 1.333, F140 1.344, S141 1.868
138 F -1.02452 1.37307 1.81339  C137 1.309
139 F 0.75556 0.28260 2.25161  C137 1.333
140 F -1.16869 -0.49542 2.94969  C137 1.344
141 S -0.80732 -0.83357 0.40712  C137 1.868, O142 1.432, O143 1.438, N144 1.643, S145 2.612
142 O -0.91388 -2.21293 0.77639  S141 1.432
143 O -2.01214 -0.32160 -0.18797  S141 1.438
144 N 0.50204 -0.50989 -0.53123  S141 1.643, S145 1.585
145 S 1.53567 -1.69918 -0.35819  S141 2.612, N144 1.585, O146 1.450, O147 1.438, C148 1.870
146 O 1.98288 -1.94583 0.99923  S145 1.450
147 O 1.14078 -2.86143 -1.10812  S145 1.438
148 C 3.07708 -0.94234 -1.09747  S145 1.870, F149 1.309, F150 1.326, F151 1.329
149 F 2.77999 -0.44907 -2.27313  C148 1.309
150 F 3.64444 -0.01348 -0.33980  C148 1.326
151 F 4.00537 -1.88815 -1.20054  C148 1.329

For the HOMO-LUMO gap, the calculation gives 6.627 eV. The calculated total energy comes out at -153069.9617 eV. The charge is +4.

Here are the Mulliken charges for atoms 1 to 99, given in e: C -1.3797; C -0.3328; C -0.8161; N 0.3993; C -0.7929; C -0.7695; C -0.6999; C -0.7464; C -0.4590; C -1.7208; H 0.3640; H 0.3831; H 0.3659; H 0.3472; H 0.2093; H 0.2738; H 0.6080; H 0.6556; H 0.2749; H 0.3817; H 0.4369; H 0.3528; H 0.3444; H 0.2936; H 0.4572; H 0.5485; H 0.2519; H 0.4829; H 0.4947; H 0.6756; C -0.9548; N 0.0771; C -0.1130; C -0.6175; C 0.6340; C -0.6831; C -0.4822; C 0.7611; C -0.6142; C -0.5060; N 0.1063; C -0.2650; C -0.5050; C -0.8890; H 0.3663; H 0.4187; H 0.2907; H 0.4252; H 0.4511; H 0.5880; H 0.4738; H 0.5639; H 0.4327; H 0.4463; H 0.5025; H 0.3583; H 0.3165; H 0.3877; C -0.7275; N 0.2524; C -0.8713; C -0.7760; C -0.3543; C -0.8204; O -0.4281; H 0.1834; H 0.4458; H 0.3805; H 0.3364; H 0.4577; H 0.2215; H 0.0704; H 0.3458; H 0.4446; H 0.3723; H 0.3651; H 0.4937; H 0.3876; H 0.3077; C -0.8044; N 0.2444; C -0.9400; C -0.9493; C -0.4217; C -0.5678; O -0.5527; H 0.3871; H 0.3913; H 0.2309; H 0.2975; H 0.3884; H 0.3285; H 0.1474; H 0.5294; H 0.4309; H 0.3193; H 0.4694; H 0.3666; H 0.3320

***

No. 2
# C18H27F14NO8P2Si

A 3-piece molecular cluster, C18H27F14NO8P2Si overall (ωB97M-V/def2-TZVPD, the OMol25 dataset).

Bonds (Å) are listed after each position.
Positions of all 71 atoms, in Å:
1 N -0.68195 4.48405 -0.98513  P2 1.727, H27 1.019, H28 1.018
2 P -0.19704 3.17907 0.03649  N1 1.727, O3 1.656, Si4 2.257
3 O -1.63194 2.64103 0.66467  P2 1.656, H29 0.965
4 Si 0.42821 1.45787 -1.28349  P2 2.257, C5 1.874, C15 1.889, C22 1.928
5 C 2.09119 1.76184 -2.09236  Si4 1.874, C6 1.551, H30 1.093, H31 1.087
6 C 3.27387 1.99998 -1.11758  C5 1.551, C7 1.542, H32 1.087, H33 1.093
7 C 4.34028 0.89132 -1.01061  C6 1.542, C8 1.517, H34 1.088, H35 1.091
8 C 4.78377 0.24959 -2.31115  C7 1.517, F9 1.349, F10 1.371, C11 1.571
9 F 4.69054 1.07978 -3.36977  C8 1.349
10 F 6.11156 -0.06768 -2.18453  C8 1.371
11 C 4.07190 -1.11449 -2.62673  C8 1.571, F12 1.335, F13 1.344, F14 1.322
12 F 4.83151 -2.12912 -2.20869  C11 1.335
13 F 2.90544 -1.22917 -1.96975  C11 1.344
14 F 3.86249 -1.27165 -3.92205  C11 1.322
15 C 0.34425 -0.16128 -0.31392  Si4 1.889, C16 1.548, H36 1.094, H37 1.090
16 C 1.34798 -0.30847 0.85557  C15 1.548, C17 1.499, H38 1.090, H39 1.091
17 C 0.64327 -1.01840 1.97165  C16 1.499, F18 1.350, C19 1.345
18 F 0.06634 -0.23522 2.90752  C17 1.350
19 C 0.55301 -2.35991 2.00431  C17 1.345, F20 1.320, F21 1.324
20 F 1.58912 -3.16703 1.86995  C19 1.320
21 F -0.58603 -3.02824 2.09955  C19 1.324
22 C -0.90995 1.25626 -2.65634  Si4 1.928, P23 1.788, H40 1.091, H41 1.097
23 P -0.34274 0.45175 -4.14942  C22 1.788, O24 1.465, O25 1.603, O26 1.608
24 O 0.49256 1.33816 -4.96296  P23 1.465
25 O 0.47565 -0.87340 -3.77151  P23 1.603, H42 0.965
26 O -1.63954 -0.04154 -4.96210  P23 1.608, H43 0.967
27 H -1.22975 4.18914 -1.79227  N1 1.019
28 H 0.17014 4.88243 -1.37527  N1 1.018
29 H -2.10901 2.08364 0.03851  O3 0.965
30 H 1.97084 2.67111 -2.68737  C5 1.093
31 H 2.24872 0.96596 -2.81541  C5 1.087
32 H 3.78034 2.93922 -1.32512  C6 1.087
33 H 2.86586 2.09718 -0.10863  C6 1.093
34 H 4.05946 0.13300 -0.28221  C7 1.088
35 H 5.23904 1.35646 -0.60366  C7 1.091
36 H -0.66400 -0.23807 0.10481  C15 1.094
37 H 0.44369 -0.97144 -1.03638  C15 1.090
38 H 2.16998 -0.95500 0.54750  C16 1.090
39 H 1.70543 0.65231 1.22867  C16 1.091
40 H -1.27798 2.23724 -2.95874  C22 1.091
41 H -1.74510 0.70230 -2.21032  C22 1.097
42 H 0.10295 -1.38896 -3.04554  O25 0.965
43 H -2.24657 -0.49214 -4.35920  O26 0.967
44 C -2.57380 2.70955 5.52694  C45 1.513, H53 1.090, H54 1.090, H55 1.089
45 C -1.68264 3.72649 6.20577  C44 1.513, O46 1.441, H56 1.088, H57 1.089
46 O -0.87736 4.43980 5.24687  C45 1.441, C47 1.324
47 C -1.47688 5.43067 4.60546  O46 1.324, O48 1.195, C49 1.541
48 O -2.60483 5.79916 4.74248  C47 1.195
49 C -0.47389 6.09893 3.64528  C47 1.541, F50 1.334, F51 1.342, F52 1.328
50 F 0.20900 5.18274 2.95714  C49 1.334
51 F 0.40303 6.84406 4.33561  C49 1.342
52 F -1.09961 6.89385 2.78540  C49 1.328
53 H -1.97913 2.03308 4.91230  C44 1.090
54 H -3.11482 2.12775 6.27249  C44 1.090
55 H -3.29837 3.19651 4.87564  C44 1.089
56 H -0.97371 3.23205 6.86595  C45 1.088
57 H -2.25804 4.43214 6.80372  C45 1.089
58 C -2.99206 -8.19387 -1.28582  C59 1.512, H67 1.090, H68 1.089, H69 1.089
59 C -1.91425 -7.43450 -0.54498  C58 1.512, O60 1.445, H70 1.087, H71 1.089
60 O -1.76027 -6.09558 -1.06523  C59 1.445, C61 1.321
61 C -2.64124 -5.20484 -0.64676  O60 1.321, O62 1.194, C63 1.540
62 O -3.54720 -5.37700 0.11100  C61 1.194
63 C -2.30621 -3.83143 -1.25874  C61 1.540, F64 1.339, F65 1.341, F66 1.331
64 F -2.04580 -3.91754 -2.56947  C63 1.339
65 F -1.22463 -3.30730 -0.66399  C63 1.341
66 F -3.31375 -2.97645 -1.10302  C63 1.331
67 H -2.78737 -8.19783 -2.35660  C58 1.090
68 H -3.03649 -9.22247 -0.93078  C58 1.089
69 H -3.96874 -7.73503 -1.13720  C58 1.089
70 H -0.94638 -7.90935 -0.68549  C59 1.087
71 H -2.11237 -7.39303 0.52506  C59 1.089

For the HOMO-LUMO gap, the calculation gives 8.433 eV. The calculated total energy comes out at -101477.1294 eV.

Table of Mulliken atomic charges, one value per atom, all in e: N -0.6988; P 0.6635; O -0.4370; Si -1.3958; C -0.2659; C -0.6377; C -1.0084; C 0.9510; F -0.2872; F -0.3400; C 0.4719; F -0.3111; F -0.1329; F -0.2595; C -0.1409; C -0.1701; C -0.1999; F -0.2516; C 0.2187; F -0.2296; F -0.2221; C -0.4063; P 0.7513; O -0.6814; O -0.3765; O -0.5548; H 0.2748; H 0.3062; H 0.2965; H 0.5478; H 0.3954; H 0.5383; H 0.2484; H 0.2069; H 0.4228; H 0.8803; H 0.0141; H 0.1159; H 0.4710; H 0.1931; H 0.4651; H 0.2905; H 0.3398; C -0.9956; C -0.2439; O -0.3196; C 0.3148; O -0.5187; C 0.9501; F -0.2562; F -0.2629; F -0.2496; H 0.2119; H 0.3782; H 0.3159; H 0.3189; H 0.3254; C -1.1099; C -0.2134; O -0.2866; C 0.2320; O -0.5124; C 1.0425; F -0.2771; F -0.2673; F -0.2763; H 0.3047; H 0.3776; H 0.3192; H 0.3134; H 0.3293